# 1
19
Properties=species:S:1:pos:R:3:forces:R:3 method="wB97M-V/def2-TZVPD" e_homo_ev=-18.132 lumo_ev=-8.9259 total_energy_ev=-34610.8535 largest_force_ha_per_bohr=0.0976 gap_ev=9.206 total_charge=+2
C 2.4914 -0.9848 -0.5451 -0.02 0.03 0.21
C 1.5957 -0.1834 0.3883 -0.24 -0.35 -0.26
C 0.2941 0.2436 -0.2647 0.70 0.28 0.15
C -0.3417 1.4068 0.4579 -0.39 -0.67 0.51
O -0.5776 -0.9624 -0.2016 -0.61 0.03 0.21
S -1.8901 -1.0582 -1.0141 1.16 -1.09 -0.92
O -1.9147 -0.0063 -1.9613 -0.35 0.52 -0.43
O -3.1665 -0.2945 0.1840 0.09 -3.52 -1.61
Cl -3.7383 -1.4169 1.3239 -0.02 -0.10 -0.01
H 3.1638 -0.3449 -1.0940 0.13 0.20 -0.29
H 3.0940 -1.6767 0.0220 0.23 -0.18 0.15
H 1.9099 -1.5704 -1.2433 -0.15 -0.20 -0.25
H 1.3346 -0.7885 1.2488 -0.05 -0.01 0.37
H 2.0978 0.7042 0.7458 0.20 0.26 0.15
H 0.4558 0.4859 -1.3043 -0.14 -0.06 -0.38
H -0.4805 1.1099 1.5011 0.02 0.07 0.32
H 0.3308 2.2483 0.4462 0.11 0.38 -0.07
H -1.2925 1.7104 0.0159 0.05 0.23 -0.53
Sr -3.3660 1.3780 1.2947 -0.72 4.17 2.70

***

# 2
101
Properties=species:S:1:pos:R:3:forces:R:3 method="wB97M-V/def2-TZVPD" e_homo_ev=-6.762 lumo_ev=-0.2398 total_energy_ev=-142291.9509 largest_force_ha_per_bohr=0.0135 gap_ev=6.522 e_above_lowest_kcal_mol=82.9
Sc 0.0834 0.3880 -0.9498 -0.48 0.17 -0.42
N -1.1930 1.1961 0.8619 -0.38 -0.55 0.17
C -1.2593 2.6392 0.6545 -0.22 -0.06 -0.02
C -2.3186 3.3301 1.5191 -0.04 0.00 0.03
C -2.1646 4.8444 1.7223 0.08 -0.12 0.03
C -0.7419 5.1961 2.1465 0.03 -0.07 -0.11
N 0.1161 5.2010 0.9481 0.25 0.15 0.26
C 1.2992 4.5967 0.8715 -0.16 -0.35 0.15
N 1.9284 4.1379 1.9439 0.15 0.45 -0.31
N 1.8415 4.4110 -0.3412 0.02 0.09 -0.10
C -1.3890 2.9151 -0.8397 -0.13 -0.34 -0.08
O -1.4558 4.0689 -1.2613 0.20 0.24 0.08
O -1.3895 1.8501 -1.5629 0.43 0.40 -0.08
H -2.1299 0.7947 0.8817 -0.01 0.06 -0.09
H -0.7894 1.0588 1.8052 0.06 0.06 -0.04
H -0.2791 2.9555 0.9727 0.24 0.12 0.13
H -2.2366 2.8545 2.5007 -0.08 0.03 0.04
H -3.3155 3.1038 1.1292 0.01 0.00 -0.02
H -2.8538 5.1466 2.5122 0.03 0.05 0.00
H -2.4285 5.4140 0.8291 -0.06 -0.09 -0.03
H -0.4159 4.4196 2.8470 0.12 0.11 -0.02
H -0.6713 6.1667 2.6370 -0.09 0.00 -0.01
H -0.3951 5.2448 0.0710 -0.11 0.00 -0.14
H 1.4454 4.1064 2.8274 -0.03 -0.27 0.17
H 2.6892 3.4821 1.8390 -0.06 -0.05 0.11
H 1.2990 4.6335 -1.1579 -0.02 -0.02 -0.07
H 2.6907 3.8849 -0.4522 -0.03 -0.01 0.04
C -0.7795 -4.4222 -2.2346 -0.03 -0.03 0.05
Sb -1.0841 -2.3599 -1.7617 -0.06 0.05 0.07
C 0.9034 -1.6280 -1.3912 0.03 -0.27 0.22
C 1.1310 -2.0702 0.0284 0.21 0.04 0.08
C 1.0012 -0.9265 1.0340 0.11 0.00 0.06
C 1.1716 -1.2614 2.5544 0.12 0.20 0.03
C 1.5533 -2.7026 2.7297 0.00 -0.02 0.01
C 1.6163 -3.5705 1.7255 0.00 0.05 -0.01
N 1.3606 -3.2832 0.3624 -0.06 0.01 0.01
Si 2.4559 -2.0800 -2.3449 0.02 0.06 -0.05
C 3.9845 -1.7802 -1.2946 -0.03 -0.03 0.01
C 2.5780 -3.8997 -2.8114 -0.05 -0.05 -0.04
C 2.7050 -1.0161 -3.8829 -0.08 0.00 -0.03
C -1.9390 -1.4884 -3.6447 -0.03 0.07 -0.05
C -1.3719 -0.1229 -3.9493 0.00 -0.04 0.00
C -1.9860 0.7165 -4.8947 0.05 -0.05 0.01
C -1.4191 1.9202 -5.2477 -0.01 -0.01 0.00
C -0.2077 2.2956 -4.6799 0.02 -0.02 -0.06
C 0.3193 1.4525 -3.7361 0.04 -0.10 0.00
N -0.2485 0.3009 -3.3501 -0.02 0.06 0.12
Si -3.8040 -1.3827 -3.1645 -0.01 -0.01 -0.02
C -4.4129 -2.9733 -2.3674 0.01 0.03 0.01
C -4.0620 0.0206 -1.9531 0.02 0.00 0.00
C -4.9958 -1.1017 -4.5959 0.04 0.02 0.00
Si -1.6700 -2.6004 -5.1814 0.04 0.02 -0.03
C -2.1652 -1.7992 -6.8126 0.02 -0.01 0.05
C 0.1496 -2.9946 -5.3868 0.02 0.06 0.09
C -2.6834 -4.1781 -5.0922 0.03 -0.04 0.10
H -0.0677 -4.7594 -1.4818 0.00 0.01 0.00
H -0.3598 -4.5661 -3.2263 -0.03 -0.01 0.03
H -1.7164 -4.9670 -2.1327 0.02 0.00 0.01
H -0.0805 -0.6789 0.9498 0.15 -0.03 0.03
H 0.2046 -1.0941 3.0401 0.00 0.00 0.00
H 1.7819 -3.0298 3.7368 0.00 -0.01 -0.01
H 1.8857 -4.6030 1.9081 0.00 0.00 0.01
H 3.9868 -2.3842 -0.3850 0.00 0.00 0.00
H 4.0879 -0.7372 -1.0000 0.00 0.03 0.01
H 4.8632 -2.0626 -1.8826 0.00 0.00 0.00
H 2.4561 -4.5011 -1.9086 0.01 -0.01 0.01
H 3.5804 -4.0836 -3.2088 0.00 -0.01 -0.01
H 1.8609 -4.2506 -3.5552 0.12 -0.01 0.11
H 3.1303 -0.0513 -3.5906 -0.02 0.02 0.00
H 1.7965 -0.8284 -4.4551 0.06 -0.05 0.03
H 3.4277 -1.5001 -4.5451 0.02 0.01 0.01
H -2.9069 0.4035 -5.3557 -0.07 -0.04 -0.05
H -1.9101 2.5591 -5.9706 0.00 -0.01 0.00
H 0.2916 3.2149 -4.9477 0.00 0.01 0.01
H 1.2601 1.6989 -3.2431 -0.02 0.02 0.03
H -3.8403 -3.2900 -1.4951 -0.01 0.01 0.00
H -4.4593 -3.8023 -3.0711 0.00 -0.03 -0.02
H -5.4341 -2.7811 -2.0249 0.00 0.00 0.00
H -3.6106 -0.2093 -0.9853 0.01 0.00 0.00
H -5.1339 0.1683 -1.7965 0.01 -0.01 0.00
H -3.6323 0.9577 -2.3084 0.01 0.02 0.00
H -4.9079 -1.8499 -5.3834 0.01 -0.03 -0.03
H -4.9264 -0.1127 -5.0504 0.01 0.00 0.00
H -6.0041 -1.1889 -4.1806 0.00 0.00 0.00
H -1.5201 -0.9593 -7.0710 0.01 0.03 0.00
H -3.2019 -1.4700 -6.8675 -0.04 0.01 0.02
H -2.0244 -2.5629 -7.5844 0.00 0.01 0.01
H 0.6359 -2.2256 -5.9914 0.00 0.00 0.01
H 0.2808 -3.9491 -5.9023 0.00 -0.01 -0.01
H 0.6851 -3.0489 -4.4383 -0.10 0.06 -0.17
H -3.7375 -3.9824 -5.2943 -0.03 0.01 0.00
H -2.6119 -4.7129 -4.1451 0.00 0.03 -0.08
H -2.3231 -4.8466 -5.8787 0.00 0.00 -0.01
O 5.6351 0.9785 4.0158 -0.04 0.01 0.00
C 4.4652 0.7497 3.8504 0.11 -0.06 -0.04
S 3.1662 1.8962 4.2142 -0.05 0.02 0.07
C 1.8034 0.9133 3.6944 0.06 -0.17 -0.06
C 2.1270 -0.3183 3.2451 -0.01 0.04 0.11
S 1.9878 0.5614 0.5140 -0.19 0.19 -0.41
S 3.8261 -0.7766 3.2447 -0.02 -0.01 0.00
S 0.2634 1.7162 3.7251 -0.08 -0.03 0.08

***

# 3
13
Properties=species:S:1:pos:R:3:forces:R:3 method="wB97M-V/def2-TZVPD" e_homo_ev=-7.715 lumo_ev=0.9135 total_energy_ev=-7797.2772 largest_force_ha_per_bohr=0.0075 smiles="NC(O)=C1CC1" gap_ev=8.628 e_above_lowest_kcal_mol=54.6
N -1.5903 -1.1852 -0.6084 -0.16 -0.01 -0.02
C -0.8749 -0.5306 0.3695 0.17 0.24 -0.24
O -1.2830 -0.8855 1.6204 0.05 0.11 0.12
C 0.0594 0.3824 0.1145 -0.15 -0.27 0.00
C 0.9082 0.8447 -0.9827 0.00 0.00 -0.28
C 1.3891 0.8898 0.4659 0.16 0.07 0.23
H -1.0879 -1.3914 -1.4553 -0.08 -0.01 0.06
H -2.2549 -1.8794 -0.3073 0.12 0.07 0.05
H -0.9832 -0.1904 2.2215 0.00 -0.19 -0.05
H 1.3708 0.1184 -1.6506 0.02 0.10 0.10
H 0.6742 1.7970 -1.4563 0.03 -0.13 0.06
H 1.5215 1.8673 0.9252 -0.09 -0.10 -0.06
H 2.1511 0.1629 0.7437 -0.08 0.12 0.02

***

# 4
15
Properties=species:S:1:pos:R:3:forces:R:3 method="wB97M-V/def2-TZVPD" e_homo_ev=-15.277 lumo_ev=-4.3797 total_energy_ev=-7265.4049 largest_force_ha_per_bohr=0.0776 gap_ev=10.897 total_charge=+1 e_above_lowest_kcal_mol=63.1
C -1.8622 -0.0461 0.1143 0.82 -0.10 -0.17
C 2.2288 0.3410 0.0962 0.37 3.25 -0.47
C 3.6953 0.2201 0.1686 1.04 -2.92 -1.77
C -4.3838 -0.0420 -0.0760 0.17 1.45 -0.77
N -3.0057 -0.0272 -0.0174 1.22 0.82 -0.10
N 1.3853 -0.5691 -0.1292 -0.75 -1.23 0.62
H 0.3914 -0.3651 -0.1521 -0.73 0.38 -0.11
H 1.7668 1.4277 0.0595 1.07 -2.24 0.28
H 4.2226 -0.8212 0.3299 -1.64 1.84 -0.46
H 4.2123 0.8829 0.7619 0.37 1.63 2.28
H 4.1131 0.6594 -0.7703 -0.66 -0.67 -0.12
H -4.7775 -0.0715 -1.0316 -0.19 -0.85 -2.37
H -4.6518 -0.8323 0.4727 -1.65 -3.07 1.94
H -4.9000 0.8090 0.2434 0.01 1.69 1.38
H 1.5654 -1.5656 -0.0699 0.56 0.00 -0.18